This record from the OMol25 dataset describes a cluster of 9 separate species, C46H91N9O4 in total at a distorted geometry. The level of theory is ωB97M-V/def2-TZVPD.

```
150
Properties=species:S:1:pos:R:3:forces:R:3
C -3.469 -0.422 4.084 -1.270 0.682 1.465
C -2.344 -1.415 3.889 1.525 -0.148 -1.133
C -2.755 -2.874 4.170 -1.706 1.575 1.777
C -3.672 -3.479 3.172 0.714 -1.449 -1.284
C -3.104 -3.358 1.751 -0.213 1.110 0.009
C -2.743 -1.902 1.347 0.290 -0.088 -0.249
N -1.856 -1.411 2.409 0.899 0.702 1.769
O -1.340 -0.042 2.173 -0.004 -1.214 -0.754
C -1.943 -1.869 0.003 -0.288 -1.545 1.422
C -4.029 -1.133 1.128 0.026 0.607 0.750
C -1.068 -1.162 4.797 -1.142 -0.182 -1.678
H -3.341 0.641 3.788 0.482 -1.039 -0.467
H -3.723 -0.305 5.181 0.216 -0.495 -0.987
H -4.378 -0.760 3.563 0.357 0.165 0.777
H -1.878 -3.453 4.307 0.982 -0.622 -0.181
H -3.309 -2.955 5.166 0.845 0.497 -0.919
H -4.688 -3.151 3.207 -0.654 0.480 0.241
H -3.663 -4.540 3.454 -0.473 -0.035 -0.352
H -3.761 -3.727 0.976 -0.467 -0.226 -0.066
H -2.222 -3.943 1.690 1.096 -0.614 -0.009
H -2.657 -2.093 -0.787 0.170 0.249 -0.278
H -1.463 -0.904 -0.098 0.071 0.022 -0.364
H -1.213 -2.714 0.046 -0.201 0.854 -0.200
H -3.797 -0.101 0.922 0.137 0.586 0.006
H -4.521 -1.481 0.233 -0.567 -0.391 0.027
H -4.624 -1.128 2.057 -0.243 -0.309 -1.286
H -0.816 -0.104 4.792 0.078 0.037 0.401
H -0.272 -1.704 4.271 0.020 0.073 0.410
H -1.264 -1.599 5.781 0.185 0.365 -0.022
H -0.451 -0.186 1.734 -1.005 -0.119 0.901
C 4.685 2.805 -1.140 -0.574 0.014 1.358
C 5.566 1.800 -0.337 -0.926 -0.778 0.142
C 4.819 1.305 0.959 3.026 2.241 0.336
C 5.595 0.209 1.693 0.532 -0.575 -0.814
C 5.758 -0.950 0.679 -0.668 -0.549 1.294
C 6.367 -0.627 -0.653 1.378 0.469 -1.483
N 5.700 0.571 -1.154 -0.516 1.520 -1.329
O 6.148 0.998 -2.472 0.269 -0.820 0.542
C 7.892 -0.531 -0.647 0.257 -0.569 -1.510
C 6.154 -1.748 -1.671 -1.239 1.513 -0.153
C 6.908 2.433 0.034 -0.154 0.274 -0.131
H 3.826 2.322 -1.631 0.439 0.041 0.167
H 5.263 3.350 -1.853 0.428 0.073 -0.733
H 4.270 3.604 -0.481 0.257 -0.711 -0.062
H 4.899 2.198 1.596 -0.748 -0.054 0.063
H 3.814 1.079 0.722 -1.078 -0.521 -0.048
H 5.036 -0.087 2.572 -0.372 -0.447 0.001
H 6.585 0.473 2.149 -0.711 0.361 -0.771
H 4.747 -1.265 0.438 -0.380 -0.278 0.091
H 6.255 -1.811 1.149 0.047 0.154 -0.277
H 8.273 0.178 0.038 0.685 0.404 0.795
H 8.298 -1.550 -0.527 0.069 0.527 0.487
H 8.227 -0.267 -1.687 -0.187 0.050 0.923
H 5.122 -1.910 -1.903 -0.684 -0.157 0.113
H 6.665 -1.615 -2.599 0.346 0.730 -0.675
H 6.600 -2.584 -1.287 0.727 -2.539 1.217
H 7.394 1.790 0.756 0.275 0.296 0.238
H 6.796 3.452 0.420 -0.179 -0.257 0.236
H 7.571 2.558 -0.820 0.033 -0.187 -0.216
H 7.078 1.301 -2.415 -0.452 -0.206 0.228
C -2.453 2.307 5.785 1.091 -1.228 0.754
C -1.488 3.364 5.328 2.165 -0.311 -1.688
C -0.570 3.660 6.530 -0.214 0.752 -1.988
C 0.775 4.314 6.167 -1.274 -0.153 -0.376
C 1.485 3.608 5.036 0.915 -0.830 -0.159
C 0.705 3.416 3.769 -0.917 0.224 -0.640
N -0.595 2.797 4.136 0.231 0.699 3.047
O -1.346 2.657 2.996 -1.068 0.945 -0.747
C 0.592 4.736 2.960 1.015 -0.683 -1.381
C 1.353 2.402 2.819 1.334 0.274 1.148
C -2.249 4.581 4.873 -1.766 -0.276 1.857
H -1.972 1.497 6.348 0.612 0.176 -0.059
H -2.919 1.708 5.033 -0.948 0.785 -0.430
H -3.051 2.760 6.554 -1.083 0.137 -0.097
H -1.190 4.274 7.153 -0.023 0.695 0.662
H -0.473 2.752 7.044 0.725 -1.350 0.776
H 1.333 4.290 7.067 0.990 0.168 0.767
H 0.590 5.343 5.918 -0.002 0.661 -0.116
H 1.711 2.597 5.362 0.241 -0.313 0.306
H 2.449 4.037 4.704 -0.317 0.189 0.625
H 1.575 5.032 2.448 -1.068 -0.709 0.841
H -0.096 4.507 2.107 0.148 0.815 0.902
H 0.364 5.572 3.594 -0.747 0.435 0.029
H 0.824 2.432 1.906 -0.647 -0.292 -1.077
H 2.376 2.740 2.586 -0.156 -0.198 0.153
H 1.390 1.382 3.229 -0.112 0.323 -0.096
H -1.753 5.504 5.038 0.864 0.818 -0.473
H -3.152 4.685 5.541 0.658 -0.145 -0.578
H -2.640 4.420 3.900 -0.110 0.234 -1.082
H -1.501 1.728 3.013 -0.371 -1.507 -0.687
C -6.389 -0.425 -4.828 -0.769 0.383 0.397
C -5.196 -1.353 -4.487 -1.887 -1.210 -0.579
C -5.584 -2.760 -5.141 1.998 0.750 0.967
C -4.370 -3.741 -5.142 -1.705 0.167 -0.563
C -3.150 -3.121 -5.794 -1.000 1.247 0.881
C -2.766 -1.790 -5.140 1.589 0.075 0.894
N -3.983 -0.907 -5.180 0.336 0.196 1.250
O -3.603 0.376 -4.611 0.034 -0.050 -0.416
C -2.068 -2.040 -3.759 -0.256 -2.377 -0.531
C -1.714 -1.050 -6.022 -0.710 -0.273 0.065
C -5.215 -1.485 -2.941 1.254 0.456 -0.858
H -6.601 -0.294 -5.891 0.702 0.305 -0.108
H -6.340 0.551 -4.289 0.121 -0.525 -0.623
H -7.353 -0.872 -4.495 0.740 -0.050 0.226
H -6.490 -3.152 -4.696 -0.046 -0.137 0.267
H -5.784 -2.473 -6.131 -0.518 0.046 -1.625
H -4.608 -4.680 -5.701 -0.043 0.623 0.623
H -4.194 -3.981 -4.102 0.398 -0.432 0.223
H -3.360 -2.771 -6.791 -0.140 -0.825 -0.825
H -2.402 -3.878 -5.700 1.076 -0.026 -0.448
H -1.864 -1.152 -3.266 0.184 1.861 1.014
H -2.641 -2.706 -3.082 0.051 0.489 -0.351
H -1.071 -2.575 -3.823 -1.017 0.587 -0.574
H -1.579 -0.023 -5.637 0.258 -0.613 -0.154
H -0.763 -1.623 -6.091 -0.654 0.470 0.084
H -2.197 -0.974 -7.004 0.445 0.126 -0.089
H -4.681 -2.418 -2.758 -0.181 0.145 0.813
H -6.266 -1.527 -2.674 0.080 -0.183 0.411
H -4.720 -0.615 -2.439 -0.436 -0.851 -0.179
H -4.126 0.567 -3.812 0.191 -0.296 -0.132
C 1.966 -3.441 0.063 1.037 1.362 -0.353
C 1.670 -2.159 0.819 0.538 -3.991 -1.801
N 1.322 -1.225 1.345 -0.689 2.520 1.240
H 2.803 -3.100 -0.669 -1.652 -1.052 1.012
H 1.021 -3.744 -0.491 1.401 0.282 0.680
H 2.386 -4.243 0.732 -0.697 0.877 -0.640
C 4.940 -4.654 -3.154 0.087 -0.244 -0.797
C 4.579 -5.603 -2.127 -0.402 -1.275 1.608
N 4.307 -6.346 -1.278 0.311 1.016 -1.155
H 4.417 -3.722 -2.975 0.303 0.194 0.144
H 4.557 -5.011 -4.118 0.231 -0.055 0.138
H 6.035 -4.564 -3.208 -0.440 0.198 0.027
C -2.151 2.194 -0.266 -1.063 -0.926 0.229
C -3.213 2.141 -1.288 3.049 0.906 1.930
N -3.922 1.880 -2.122 -2.229 -0.478 -2.098
H -1.217 1.779 -0.656 -0.299 -0.059 -0.004
H -2.621 1.539 0.480 0.877 -0.085 0.247
H -1.941 3.113 0.250 -0.252 0.663 -0.248
C -2.632 3.579 -4.651 -1.395 -0.663 0.300
C -1.345 3.495 -3.977 0.695 -0.003 0.560
N -0.374 3.409 -3.352 -0.851 0.039 -0.702
H -3.400 3.758 -3.896 0.233 0.454 0.327
H -3.006 2.564 -4.941 0.833 0.744 -0.566
H -2.755 4.386 -5.391 0.482 -0.670 0.069
C 2.951 0.030 -3.867 1.033 0.206 1.542
C 2.834 -1.317 -3.351 -0.021 -0.849 1.166
N 2.794 -2.314 -2.766 -0.162 0.881 -1.038
H 2.182 0.268 -4.537 -0.968 0.351 -1.121
H 3.947 0.182 -4.249 0.271 -0.061 -0.564
H 2.923 0.718 -3.010 -0.285 -0.243 -0.135
```
Forces are in eV/Å.

SMILES string: CC1(C)CCCC(C)(C)N1O.CC1(C)CCCC(C)(C)N1O.CC1(C)CCCC(C)(C)N1O.CC1(C)CCCC(C)(C)N1O.CC#N.CC#N.CC#N.CC#N.CC#N
HOMO: -8.0 eV
Energy relative to the best compared isomer or geometry (same formula, charge and spin): 1.793 eV


This record from the OMol25 dataset describes a cluster of 5 separate species, C46H93BrN2O20P5 in total at a distorted geometry. The level of theory is ωB97M-V/def2-TZVPD.

```
167
Properties=species:S:1:pos:R:3:forces:R:3
C 0.951 -5.583 -0.931 -1.030 0.176 0.455
C -0.409 -5.008 -1.563 2.713 -1.251 0.134
N -0.149 -3.599 -1.900 -1.579 -0.486 0.704
P -1.575 -2.568 -1.949 -0.511 3.468 -1.712
Br -3.084 -4.159 -2.771 -1.089 -1.623 0.398
C -1.418 -2.042 -3.831 0.439 0.833 -1.412
C -1.742 -0.532 -4.045 -0.628 2.227 -0.509
C -3.126 -0.016 -3.959 1.569 0.279 -0.258
C -3.458 1.396 -4.113 1.787 -0.451 0.023
C -2.407 2.380 -4.366 0.238 -2.141 0.220
C -1.031 1.904 -4.502 -1.587 -1.367 0.550
C -0.704 0.490 -4.348 -0.853 -0.098 0.301
C 0.813 0.081 -4.475 -0.832 0.959 -0.371
O -0.694 -1.064 -1.696 -0.176 0.871 2.414
C -1.187 -0.529 -0.475 -1.785 -1.051 0.997
O -0.581 0.669 0.011 0.580 -0.383 -0.444
C -1.152 -1.822 0.484 1.902 0.526 -1.197
C -1.470 -1.634 2.002 -0.250 -0.691 -0.582
C -0.226 -1.882 2.942 -0.110 1.145 0.505
C 1.078 -1.141 2.454 -0.462 -0.244 0.083
N 2.019 -2.024 1.678 0.204 1.367 0.143
C 2.633 -1.102 0.662 -0.166 -1.255 -0.566
C 3.803 -1.758 -0.130 2.287 0.126 -0.646
C 3.770 -3.069 -0.764 1.448 0.478 -0.410
C 4.896 -3.631 -1.534 0.099 2.052 0.878
C 6.137 -2.857 -1.694 -2.499 0.676 1.392
C 6.182 -1.543 -1.061 -0.923 -0.764 0.006
C 5.060 -0.991 -0.290 -0.187 -2.265 -1.228
O 5.258 0.265 0.262 -0.180 -0.423 -0.303
O -1.968 -2.762 -0.263 1.039 0.209 0.800
H 1.761 -5.660 -1.703 -0.610 0.108 0.756
H 0.746 -6.594 -0.475 0.366 0.786 -0.575
H 1.232 -4.892 -0.084 -0.056 -0.712 -0.924
H -1.185 -5.165 -0.780 0.339 0.559 -0.963
H -0.580 -5.650 -2.480 -0.408 0.715 0.976
H 0.448 -3.495 -2.718 -0.411 -0.069 0.171
H -2.746 -1.712 -1.939 0.073 -0.630 -0.305
H -0.385 -2.203 -4.245 -0.778 0.025 0.467
H -2.099 -2.689 -4.448 0.662 0.940 0.562
H -3.909 -0.796 -3.764 0.663 1.067 -0.206
H -4.520 1.730 -4.009 1.093 -0.371 -0.140
H -2.675 3.462 -4.451 0.382 -1.104 0.021
H -0.199 2.617 -4.695 -0.773 -0.590 0.118
H 1.289 0.871 -5.130 -0.252 -0.843 0.780
H 1.312 0.083 -3.464 -0.519 -0.264 -1.066
H 0.922 -0.894 -5.011 0.016 0.780 0.700
H -2.294 -0.260 -0.463 0.856 -0.440 -0.886
H -1.022 1.423 -0.421 0.279 -0.674 0.110
H -0.090 -2.167 0.312 -0.811 0.136 0.772
H -2.258 -2.380 2.280 0.558 0.718 -0.201
H -1.907 -0.599 2.132 0.560 -1.008 0.121
H -0.503 -1.423 3.941 0.272 -0.587 -0.903
H -0.017 -2.963 3.142 -0.226 0.837 -0.468
H 1.624 -0.671 3.325 -0.512 -0.408 -0.696
H 0.770 -0.306 1.770 0.165 -0.687 0.686
H 2.765 -2.298 2.331 -0.353 -0.022 -0.489
H 2.929 -0.171 1.225 0.031 -0.544 -0.911
H 1.811 -0.877 -0.081 0.825 0.080 0.833
H 2.860 -3.702 -0.680 0.721 0.769 -0.003
H 4.761 -4.633 -2.010 0.220 1.055 0.532
H 6.997 -3.251 -2.292 -0.944 0.506 0.711
H 7.107 -0.928 -1.193 -1.068 -0.508 0.288
H 4.417 0.722 0.429 0.269 -0.515 -0.143
O 4.231 5.399 5.165 -2.123 -3.395 0.898
P 3.688 4.968 3.821 3.783 6.555 -4.102
O 5.122 4.972 2.998 -0.178 -0.494 0.267
C 6.088 3.978 3.304 0.224 -0.120 -0.132
C 5.624 2.601 2.876 -0.070 -0.128 0.126
O 3.113 6.436 3.330 -0.849 -0.765 0.628
C 2.888 7.479 4.280 0.197 0.274 0.251
C 4.131 8.327 4.488 0.188 0.157 -0.177
O 2.956 4.347 2.417 -0.840 -1.797 3.017
C 2.146 3.173 2.534 -0.417 -0.454 -0.344
C 1.168 3.226 3.690 -0.037 0.223 -0.012
H 6.326 3.993 4.372 -0.028 0.042 0.014
H 6.998 4.239 2.760 -0.112 0.152 -0.013
H 4.816 2.252 3.529 0.013 -0.073 0.021
H 6.438 1.877 2.941 -0.062 -0.001 -0.010
H 5.244 2.615 1.853 0.125 0.049 0.008
H 2.524 7.065 5.222 0.156 -0.028 -0.028
H 2.086 8.109 3.888 0.010 -0.162 -0.186
H 5.029 7.725 4.629 -0.173 -0.141 0.157
H 4.009 8.982 5.353 -0.020 -0.021 -0.033
H 4.314 8.950 3.610 -0.074 0.021 0.110
H 2.789 2.293 2.622 -0.007 -0.018 -0.014
H 1.593 3.071 1.598 0.135 0.120 -0.017
H 1.691 3.301 4.652 0.052 -0.070 0.033
H 0.555 2.324 3.711 0.035 0.020 0.014
H 0.513 4.096 3.604 0.015 -0.069 -0.037
O -1.136 -12.112 -3.755 -3.146 2.455 0.503
P -0.671 -10.796 -4.336 7.648 -2.874 -2.199
O -0.266 -11.322 -5.851 -0.658 0.235 0.067
C -1.299 -11.721 -6.737 -0.030 -0.044 -0.247
C -2.156 -10.547 -7.176 -0.117 0.041 0.097
O 0.837 -10.779 -3.665 -0.647 0.674 0.414
C 1.153 -11.626 -2.565 0.035 -0.342 0.056
C 1.664 -12.978 -3.033 0.267 -0.102 -0.165
O -0.342 -9.208 -4.826 -3.157 -0.632 1.491
C -1.339 -8.210 -4.584 -0.266 0.715 0.012
C -1.911 -8.257 -3.184 0.154 -0.086 0.107
H -1.914 -12.498 -6.275 0.008 -0.009 0.025
H -0.814 -12.159 -7.612 0.125 0.000 0.125
H -2.782 -10.201 -6.348 -0.048 0.024 -0.037
H -2.819 -10.835 -7.994 0.002 -0.006 0.049
H -1.537 -9.709 -7.500 0.020 -0.080 -0.021
H 0.292 -11.730 -1.902 -0.011 -0.097 -0.132
H 1.934 -11.129 -1.984 -0.026 0.164 -0.174
H 1.046 -13.409 -3.821 -0.195 0.095 0.164
H 1.710 -13.682 -2.199 0.012 0.032 -0.013
H 2.669 -12.876 -3.452 -0.040 0.017 0.083
H -2.139 -8.305 -5.324 0.009 0.028 -0.026
H -0.866 -7.239 -4.749 0.114 -0.143 -0.041
H -2.419 -9.212 -2.992 -0.063 -0.046 -0.069
H -2.638 -7.456 -3.044 0.044 0.019 0.036
H -1.120 -8.151 -2.437 -0.045 0.067 -0.052
O 1.469 10.715 0.192 -2.667 -2.867 -1.056
P 2.172 9.956 -0.911 7.146 4.783 0.459
O 3.565 9.582 -0.114 -0.634 -0.350 -0.075
C 3.512 8.636 0.947 0.174 -0.315 0.139
C 3.206 7.239 0.447 -0.087 -0.087 -0.272
O 2.711 11.262 -1.766 -0.795 -0.500 -0.523
C 2.150 12.554 -1.550 0.004 0.230 0.268
C 2.884 13.302 -0.451 0.301 0.122 0.034
O 2.704 9.027 -2.228 -3.305 -0.715 1.099
C 1.819 8.037 -2.757 -0.102 -0.501 -0.391
C 0.405 8.542 -2.966 0.059 0.219 -0.066
H 2.779 8.949 1.696 -0.010 0.051 -0.021
H 4.494 8.639 1.424 0.001 0.138 -0.135
H 2.161 7.173 0.121 -0.043 -0.042 0.007
H 3.352 6.505 1.233 -0.050 0.079 -0.112
H 3.840 6.979 -0.403 0.022 0.104 0.020
H 1.082 12.477 -1.341 0.091 -0.033 0.138
H 2.244 13.110 -2.486 0.109 -0.199 -0.070
H 3.051 12.688 0.434 -0.255 -0.073 -0.061
H 2.329 14.196 -0.157 0.017 -0.019 -0.026
H 3.873 13.612 -0.801 -0.089 0.014 -0.025
H 1.817 7.162 -2.102 0.011 -0.019 -0.014
H 2.235 7.718 -3.715 0.135 0.121 0.095
H -0.053 8.848 -2.018 -0.022 -0.069 0.049
H -0.217 7.759 -3.402 -0.002 0.029 0.046
H 0.397 9.410 -3.630 0.012 -0.075 0.004
O -5.128 -1.021 4.893 0.402 2.892 2.932
P -6.410 -0.227 4.792 -3.055 -5.030 -6.559
O -7.487 -1.461 5.013 0.149 0.438 0.656
C -7.581 -2.070 6.290 -0.139 -0.171 0.103
C -8.170 -1.129 7.326 0.087 0.102 0.075
O -6.479 -0.120 3.152 0.167 1.040 0.710
C -5.322 -0.381 2.352 0.319 -0.402 -0.203
C -5.215 -1.849 1.987 -0.202 -0.191 -0.178
O -7.710 0.871 4.798 2.523 0.867 2.278
C -7.632 2.001 5.666 -0.252 0.447 0.186
C -6.297 2.717 5.607 0.040 -0.021 -0.208
H -6.599 -2.432 6.609 0.016 0.002 -0.018
H -8.234 -2.938 6.180 0.052 0.043 -0.163
H -7.453 -0.341 7.578 -0.009 0.008 0.064
H -8.408 -1.666 8.247 0.041 0.020 -0.022
H -9.076 -0.650 6.951 0.009 -0.089 -0.019
H -4.422 -0.026 2.857 -0.059 -0.131 0.073
H -5.418 0.209 1.438 -0.218 0.059 0.114
H -5.375 -2.510 2.840 0.154 0.198 0.138
H -4.237 -2.068 1.555 -0.102 0.012 -0.097
H -5.979 -2.113 1.250 0.094 0.067 -0.011
H -7.852 1.690 6.691 -0.019 0.031 0.029
H -8.426 2.689 5.365 -0.023 -0.166 -0.096
H -5.479 2.063 5.929 0.002 -0.008 0.075
H -6.305 3.590 6.262 0.030 -0.037 -0.006
H -6.076 3.042 4.588 -0.047 0.002 0.062
```
Forces are in eV/Å.

Charge: -1
HOMO: -5.1 eV


| no. | M (g mol⁻¹) |
| --- | --- |
| 1 | 834.3 |
| 2 | 1229.0 |